20
Properties=species:S:1:pos:R:3:forces:R:3 method="wB97M-V/def2-TZVPD" relative_energy_kj_mol=39.73 homo_energy_ev=-9.86 smiles="CNC(N)=O.O.O.O"
C -1.3970 1.8904 -0.9832 0.4841 -0.0359 -0.4894
N -1.2294 0.4480 -0.9611 -0.2934 0.0020 0.0898
C -0.0125 -0.0969 -0.6935 -0.3758 0.4726 0.1687
N 0.0169 -1.3746 -0.2826 0.3319 -0.4686 -0.5347
O 1.0122 0.6013 -0.7649 -0.5542 0.1242 -0.4101
H -2.4348 2.1518 -0.8192 -0.1454 -0.0747 0.0076
H -0.7783 2.3545 -0.2237 0.0033 0.0448 0.2419
H -1.0593 2.2989 -1.9348 -0.1341 0.0941 -0.0836
H -2.0595 -0.1191 -0.9292 0.1404 -0.0924 0.1911
H -0.7865 -1.9607 -0.1512 -0.1600 0.2640 0.1440
H 0.9079 -1.7163 0.0200 0.2419 -0.1066 0.0724
O 3.2297 -0.7542 -0.5750 -0.4328 -0.2084 -0.0892
H 3.2901 -1.3431 -1.3370 0.1032 0.1526 0.1528
H 2.3629 -0.2718 -0.6903 0.7386 -0.0571 -0.0314
O 1.4875 0.4033 1.8320 -0.2116 0.1603 0.7071
H 1.2843 1.0449 1.1378 0.3641 -0.2941 -0.0124
H 2.3951 0.1219 1.6798 0.0016 0.0599 -0.1988
O -2.1568 -1.3751 1.5410 -0.1886 0.0581 0.0092
H -2.4539 -1.7029 2.3944 -0.0294 -0.0039 0.0221
H -1.6184 -0.6002 1.7406 0.1163 -0.0907 0.0428



22
Properties=species:S:1:pos:R:3:forces:R:3 method="wB97M-V/def2-TZVPD" charge=+1 homo_energy_ev=-12.99
N 1.7218 2.3070 -0.0681 0.2372 -1.0621 0.2695
P 2.6343 1.1524 -0.5905 -0.4667 1.3473 0.5130
O 2.1241 -0.3781 -0.2565 0.0826 0.0149 0.0190
S 0.8092 -0.8900 -1.1644 -0.2674 0.3492 -0.4235
O 1.2773 -1.9094 -2.0309 0.2013 -0.5383 -0.0771
O 0.1140 -1.5677 0.1622 0.0275 0.7385 0.2027
C -1.3436 -1.4299 0.1336 -0.6900 0.0552 0.3400
C -1.8969 -0.0110 -0.0938 -0.3701 0.0391 -0.1560
N -2.6654 0.0349 -1.3306 0.2597 -0.3115 0.2055
H 0.8660 2.0025 0.3746 -0.2752 0.4865 -0.2075
H 3.9021 1.1520 0.0012 0.0907 -0.3245 -0.2870
H 2.8198 1.2258 -1.9793 0.2110 -0.3764 0.0339
H -1.6625 -1.7853 1.1112 0.1902 -0.1368 0.0162
H -1.7949 -2.1083 -0.5899 0.2945 -0.0944 -0.1263
H -2.5832 0.2113 0.7279 0.0715 0.0673 0.0253
H -1.1138 0.7587 -0.0606 0.2375 -0.1304 0.0794
H -2.8114 0.9762 -1.6663 -0.0322 -0.0162 -0.0565
H -2.2281 -0.5285 -2.0478 -0.0438 0.2221 -0.2148
O 0.2618 0.2864 2.2996 0.1461 0.1760 0.1942
H 0.1178 -0.3886 2.9922 0.0537 -0.0382 -0.0366
H 0.6099 -0.1210 1.4579 0.0023 -0.4884 -0.2191
H 0.8417 1.0109 2.6184 0.0396 0.0211 -0.0941



19
Properties=species:S:1:pos:R:3:forces:R:3 method="wB97M-V/def2-TZVPD" charge=+1 relative_energy_kj_mol=18.13 homo_energy_ev=-13.22
N 0.9451 -0.7320 -1.2854 0.1121 -0.2952 0.2934
C 2.2892 -0.1097 -1.2274 0.7023 0.4122 -0.3891
N 2.3317 1.3002 -0.8740 -0.7264 -0.4843 0.2367
H 1.1065 -1.7321 -1.1793 -0.2430 0.0183 -0.0098
H 0.5189 -0.6405 -2.2056 0.2515 0.1152 -0.0427
H 2.8923 -0.6254 -0.4812 -0.2138 -0.1483 0.0654
H 2.8210 -0.2615 -2.1705 -0.1572 0.1541 -0.0659
H 1.5926 1.8271 -1.3327 0.2997 0.0390 -0.2175
H 2.1498 1.3761 0.1215 0.1281 0.2178 0.0073
N -1.1418 0.6869 0.0690 0.3746 0.0974 -0.2018
C -1.7299 -0.0391 0.9965 0.3238 0.0554 0.6267
N -2.5785 0.5180 1.8760 -0.1239 -0.5557 -0.1203
N -1.4547 -1.3446 1.0985 -0.0632 0.3448 -0.0277
H -1.5250 1.5931 -0.1381 0.1428 0.1127 -0.0002
H -0.2727 0.3307 -0.4107 -0.7168 -0.1188 0.1748
H -2.5127 1.4903 2.1218 -0.0514 0.0727 -0.1895
H -3.0477 -0.0893 2.5311 -0.0428 0.2006 -0.0348
H -0.7027 -1.7150 0.5484 0.0343 -0.1085 -0.3086
H -1.6813 -1.8334 1.9422 -0.0307 -0.1293 0.2036



17
Properties=species:S:1:pos:R:3:forces:R:3 method="wB97M-V/def2-TZVPD" charge=+1 relative_energy_kj_mol=160.96 homo_energy_ev=-14.74
C -2.0029 -0.3450 0.9328 -0.0556 -0.9758 -1.4115
N -0.7297 0.2239 1.4851 0.7826 -0.3242 -1.2773
C -0.0570 -0.5861 2.5707 -0.0931 -3.0914 -3.6437
H -1.7459 -1.3655 0.4412 -0.3601 2.1249 0.2746
H -2.4767 0.4473 0.3071 0.7785 -0.9000 -0.2311
H -2.8086 -0.5959 1.5834 -0.0039 -0.0017 1.5120
H -0.1171 0.3007 0.5490 -0.3678 0.5722 2.5286
H -0.8877 1.1264 1.9016 -0.0897 0.7912 -0.4884
H -0.4796 -0.3778 3.5232 0.0046 -0.0022 0.6642
H -0.2871 -1.6008 2.1218 -0.3781 0.4457 1.6473
H 1.0193 -0.7350 2.4181 -0.0268 1.5050 0.5932
H 1.8539 -0.1497 -4.5828 0.2775 -0.0370 -0.2358
H 0.5901 0.3067 -3.8997 -0.3308 0.1514 -0.2299
O 1.3302 -0.2891 -3.7942 -0.0506 -0.0070 0.5617
H 0.9957 0.6403 -1.3438 0.1105 -0.5849 -2.3416
H 2.0705 1.2547 -0.3856 -1.8273 -0.7952 -0.2528
O 1.1374 0.8851 -0.4621 1.6304 1.1289 2.3306



18
Properties=species:S:1:pos:R:3:forces:R:3 method="wB97M-V/def2-TZVPD" charge=+1 relative_energy_kj_mol=58.59 homo_energy_ev=-13.09
C -0.7558 -0.0613 0.2263 -0.1651 -0.9390 0.2744
C -1.1497 -0.5489 -1.1500 -1.0508 -0.4027 -0.4491
S -0.0266 -0.2381 -2.5497 0.0319 0.3886 0.2353
N -0.8273 1.4214 0.3757 -0.6697 0.3602 0.2732
H -1.4936 -0.4210 0.9688 0.4847 -0.1163 -0.3554
H 0.2333 -0.4822 0.4796 -0.4358 0.6783 0.0423
H -1.3909 -1.6224 -1.0735 0.3406 0.4480 0.0055
H -2.1055 -0.0835 -1.4830 0.5483 -0.1423 0.1885
H 1.1208 -0.7553 -2.0689 -0.3070 0.1609 0.0547
H -0.4602 1.9417 -0.4272 0.5873 -0.1582 0.2229
H -1.8171 1.6924 0.4130 0.1987 -0.0761 0.0851
H -0.3830 1.6933 1.2786 0.3030 0.1521 -0.8051
H 2.1996 1.3116 1.6986 -0.5192 0.0096 -0.5460
H 1.7694 2.2301 2.7277 -0.6338 0.4316 -0.0091
O 1.4408 1.8969 1.8776 1.1079 -0.4273 0.6410
H 1.3355 -2.3615 -1.1142 -0.4971 0.0269 -0.2039
H 1.4892 -3.0806 0.1330 -0.5837 -0.0597 0.4223
O 0.8212 -2.5326 -0.3122 1.2596 -0.3347 -0.0767



18
Properties=species:S:1:pos:R:3:forces:R:3 method="wB97M-V/def2-TZVPD" charge=+1 relative_energy_kj_mol=45.81 homo_energy_ev=-15.10
C 1.4724 -0.7816 -0.9908 0.7590 1.2744 0.4708
O 1.7082 0.7175 -0.9064 0.7397 -2.4404 -0.3685
C 0.6076 -1.1320 0.1804 0.2395 -0.7498 2.4727
N -0.3417 -0.0163 0.3657 -0.4214 0.9296 -0.1340
H 2.4494 -1.3108 -0.9648 -0.8426 0.2534 -0.1986
H 0.8518 -1.0764 -1.8270 0.4932 0.5363 -0.9442
H 2.6831 0.8101 -0.9279 -0.8250 0.1563 -0.0467
H 0.0681 -2.1105 0.1223 0.4653 0.9006 -0.2730
H 1.1558 -1.1211 1.1597 -0.1267 -0.3142 -0.9438
H -0.9230 0.1642 -0.4982 0.4107 0.1655 1.1478
H 0.2864 0.8087 0.4873 -0.6683 -0.3596 -0.4831
H -0.8781 -0.1228 1.2598 -0.1381 -0.3065 -0.7115
H -1.3772 -1.6743 3.1600 0.0182 -0.3423 0.2886
H -2.5717 -0.7345 2.8918 0.0209 -0.0682 0.1085
O -1.6353 -0.8719 2.7119 -0.0582 0.4593 -0.3836
H -1.4782 2.0199 -2.5452 -0.2799 -0.5094 -0.3993
H -0.9328 2.6889 -1.3712 0.0668 -0.3324 0.4194
O -1.2505 1.8112 -1.6360 0.1470 0.7473 -0.0215



19
Properties=species:S:1:pos:R:3:forces:R:3 method="wB97M-V/def2-TZVPD" charge=-1 relative_energy_kj_mol=140.26 multiplicity=2 homo_energy_ev="-0.04 / -3.98" s_squared=0.75
C 1.0323 -1.6191 -1.1923 1.2351 -1.0640 -1.8566
C 1.8607 -1.8444 0.0499 0.7444 2.1925 1.6308
S 3.3642 -0.6793 -0.0138 0.2824 -2.5728 -2.0188
S 2.9011 0.8068 1.4763 -1.0948 2.0910 1.8458
H 0.7226 -0.5271 -1.3200 0.6066 -1.6631 -0.0418
H 1.7428 -2.0594 -2.0307 -1.5194 1.5607 1.0185
H 0.1629 -2.2893 -1.2534 -0.1618 0.3379 0.2759
H 1.2731 -1.4553 0.9862 1.2133 -1.3800 -1.3788
H 2.4617 -2.7776 0.1062 -1.4422 0.1373 0.2002
H 2.2192 1.4855 0.5479 0.1590 0.3612 0.1483
H 0.3990 0.8979 0.7477 -1.4759 -1.0121 -0.3875
H -0.8537 0.6807 1.5646 0.2957 -0.4510 -1.8287
O -0.5366 0.5111 0.6209 1.1235 1.5434 2.2577
H -0.8654 2.6014 -0.7018 0.2883 1.4009 0.7129
H -1.8719 3.5234 -1.2278 0.6962 0.7185 0.6204
O -1.0700 3.5827 -0.6546 -1.0075 -2.2000 -1.2263
H -5.0072 -0.0806 0.9677 -1.9621 0.9615 0.0647
H -3.7372 -0.2337 0.3037 2.3221 1.1040 -2.9947
O -4.1975 -0.5236 1.0231 -0.3029 -2.0658 2.9580



19
Properties=species:S:1:pos:R:3:forces:R:3 method="wB97M-V/def2-TZVPD" relative_energy_kj_mol=183.80 homo_energy_ev=-8.97 smiles=CSSC.O.O.O
C -0.0333 2.2566 -0.9920 4.3710 -0.0329 1.0155
S 0.6618 0.7038 -0.3251 -1.2255 0.7120 0.3296
S -0.5587 0.7438 1.3980 1.8752 -0.8092 -0.3855
C 0.8553 1.1321 2.5011 0.2155 -0.7593 0.8013
H -0.7674 2.0505 -1.5939 -4.1413 -1.4101 -3.5108
H -0.4260 2.8651 -0.2638 -0.5386 1.2244 2.1055
H 0.6796 2.8369 -1.5544 0.6434 -0.0499 -0.1359
H 0.5186 0.8816 3.5287 0.5159 0.0225 -0.5365
H 1.9156 0.7785 2.2579 -1.9464 -0.2259 0.1378
H 0.8891 2.1777 2.4130 0.3420 1.5381 0.2504
O -1.3853 -4.7470 0.2836 3.9492 -0.9430 0.2095
H -1.9464 -4.0385 0.3689 -2.6284 2.1118 0.2020
H -1.7370 -5.5778 0.0646 -1.3465 -1.0213 -0.3671
O -2.5234 -1.5447 0.4891 1.7817 0.8579 0.4406
H -2.1577 -1.5192 -0.4336 -0.2164 0.1871 1.5023
H -1.8471 -1.0549 1.1141 -1.6212 -1.4020 -2.0902
O 2.9505 0.8397 -3.7733 -2.2290 -0.9590 2.1570
H 2.4509 -0.0137 -3.6141 1.1380 1.5096 -0.5638
H 3.5123 0.7375 -4.5038 1.0613 -0.5508 -1.5618



19
Properties=species:S:1:pos:R:3:forces:R:3 method="wB97M-V/def2-TZVPD" relative_energy_kj_mol=145.55 homo_energy_ev=-8.72 smiles=CCSS.O.O.O
C -2.1482 0.2167 2.4077 -0.7557 -0.1899 2.2557
C -0.8924 0.1341 1.6289 1.2725 -2.1441 -0.5711
S -0.2688 1.8082 1.2245 0.5195 -0.2868 0.3591
S 1.2072 2.3228 2.6566 0.5108 0.0293 -1.8479
H -3.0486 -0.0373 1.8631 -0.0970 -0.1561 -0.1057
H -2.2324 1.2420 2.7224 -0.5248 0.3907 0.4012
H -2.0748 -0.3985 3.3497 -0.3532 0.4740 -0.9755
H -1.1472 -0.4132 0.6858 0.7522 0.7445 0.3340
H -0.1957 -0.5831 2.1954 -0.3111 1.5425 -1.1017
H 0.7055 1.8678 3.7547 -1.0082 -0.4141 1.2308
O 0.2837 -0.5977 -3.6876 1.5973 1.3595 1.3529
H 0.9614 -0.0450 -3.1953 -1.1747 -1.0522 -0.4761
H 0.3728 -0.1841 -4.5442 -0.3249 -0.2222 -0.7259
O -0.2390 -2.8593 -1.9064 2.0115 -0.7713 -0.8526
H 0.0111 -1.9704 -2.1621 -0.7300 0.3639 0.1584
H -1.0346 -2.9283 -1.4259 -1.3224 0.4775 0.6373
O 1.0023 -3.7343 -4.5917 -0.8891 1.5041 2.0777
H 1.8734 -4.0107 -4.3034 0.2115 -0.1517 -0.0238
H 0.6613 -3.2109 -3.7709 0.6157 -1.4977 -2.1268



19
Properties=species:S:1:pos:R:3:forces:R:3 method="wB97M-V/def2-TZVPD" relative_energy_kj_mol=58.37 homo_energy_ev=-9.05 smiles="C=CO.O.O.O.O"
C -0.8663 1.4057 -2.4071 0.6927 0.1041 0.0960
C 0.0726 0.8162 -1.6657 -0.3396 -0.2747 0.2677
O 0.6864 1.4604 -0.6433 0.0887 0.5500 0.0325
H -1.2995 0.8597 -3.2324 -0.1860 0.0607 0.1226
H -1.0490 2.4699 -2.2724 -0.1312 -0.2042 -0.1436
H 0.2870 -0.2479 -1.7217 0.1892 0.0522 -0.3477
H 1.5214 1.0576 -0.3738 -0.2084 -0.3352 -0.0191
O 2.5648 -0.4204 1.5921 0.1725 0.0381 -0.1616
H 3.1758 -0.3843 2.3332 0.0131 -0.0087 -0.0480
H 1.6905 -0.5149 1.9873 -0.3449 0.1215 0.1028
O 0.6537 -2.3667 -0.7089 -0.5327 -1.8634 -0.6853
H 0.2857 -3.2801 -0.5984 0.5980 1.0980 -0.4049
H 0.4053 -1.9733 0.1097 -0.0800 0.7860 1.1628
O -0.2263 -0.2129 2.5051 -0.4175 -0.9508 -0.7790
H -0.2899 0.5625 3.0303 0.1888 1.0743 0.8950
H -1.0183 -0.1271 1.9380 0.3326 -0.1614 -0.2287
O -2.1857 0.1746 0.4180 -0.1978 -0.3702 0.2581
H -2.4260 1.0433 0.0916 0.0832 0.2279 -0.0689
H -1.9822 -0.3221 -0.3815 0.0792 0.0556 -0.0508